# 1
Density functional theory data (ωB97M-V/def2-TZVPD) for an isolated molecule of C9H18N2O3.

```
32
Properties=species:S:1:pos:R:3:mulliken_charge:R:1
C -0.16 1.02 0.93 0.906
C 0.84 -0.05 0.65 0.032
C 0.53 2.43 0.67 -1.663
C 0.87 2.69 -0.91 0.457
C 2.44 2.22 -1.14 -1.371
C 0.14 1.96 -2.08 -1.292
C -1.06 -1.22 -0.79 0.577
C -1.41 -2.16 0.40 0.301
C -1.19 -1.78 -2.11 -1.364
H 0.24 1.35 2.77 0.370
H -0.66 0.02 2.62 0.336
H -0.89 0.90 0.17 -0.021
H -0.09 3.22 1.01 0.458
H 1.42 2.30 1.22 0.494
H 0.59 3.75 -1.00 0.408
H 2.47 1.16 -1.35 0.332
H 3.01 2.70 -2.02 0.299
H 3.14 2.36 -0.31 0.390
H 0.61 2.20 -2.99 0.583
H 0.22 0.90 -1.99 0.062
H -0.87 2.39 -2.20 0.313
H 1.08 -1.75 -0.62 0.329
H -1.70 -0.30 -0.68 0.364
H -0.71 -1.12 -2.81 0.387
H -0.80 -2.83 -2.28 0.290
H -2.33 -1.91 -2.27 0.331
H -1.38 -3.69 1.27 0.363
N -0.64 1.01 2.35 -0.734
N 0.47 -0.86 -0.48 -0.203
O 1.86 -0.32 1.23 -0.637
O -1.68 -1.66 1.50 -0.646
O -1.21 -3.45 0.35 -0.451
```

Total energy, eV: -18746.445
Kohn-Sham gap, eV: 10.1
Spin multiplicity: 1
Relative energy (zero: lowest compared OMol25 entry of this formula, charge and spin), kcal per mole: 59.30
HOMO, eV: -9.6

# 2
Density functional theory data (ωB97M-V/def2-TZVPD) for the ion C4H11NOS with charge -1.

```
18
Properties=species:S:1:pos:R:3:mulliken_charge:R:1
C -1.80 1.36 -0.68 -1.004
N -0.89 1.19 0.45 -0.351
C -0.05 0.03 0.61 0.758
C 0.05 -0.73 -0.70 -1.086
S 0.39 -2.63 -0.70 -0.497
C 1.37 0.36 1.09 -0.731
O 2.12 -0.79 1.42 -0.508
H -2.24 2.47 -0.79 0.260
H -1.30 1.20 -1.69 0.280
H -2.48 0.51 -0.70 0.397
H -1.34 1.61 1.39 0.267
H -0.48 -0.74 1.28 0.095
H 0.88 -0.25 -1.33 0.213
H -0.79 -0.66 -1.45 0.245
H 0.22 -3.87 -1.45 -0.195
H 2.08 1.03 0.41 0.287
H 1.41 0.82 2.08 0.245
H 2.86 -0.92 0.75 0.324
```

Total energy, eV: -18695.261
Charge: -1
Kohn-Sham gap (spin up / spin down), eV: 4.0 / 6.5
Spin multiplicity: 2
Relative energy (zero: lowest compared OMol25 entry of this formula, charge and spin), kcal per mole: 75.47
HOMO (spin up / spin down), eV: -0.4 / -2.9

# 3
Density functional theory data (ωB97M-V/def2-TZVPD) for an isolated molecule of C4H2O2.

```
8
Properties=species:S:1:pos:R:3:mulliken_charge:R:1
O -0.98 -1.56 0.02 -0.417
C -1.35 -0.43 0.17 -0.007
C -0.38 0.77 0.18 0.175
O -0.80 1.88 0.42 -0.465
C 0.98 0.38 -0.12 -0.137
C 2.01 -0.18 -0.38 0.122
H -2.40 -0.14 0.33 0.356
H 2.91 -0.71 -0.61 0.374
```

Total energy, eV: -8272.201
Kohn-Sham gap, eV: 9.3
Spin multiplicity: 1
Relative energy (zero: lowest compared OMol25 entry of this formula, charge and spin), kcal per mole: 7.55
HOMO, eV: -10.4

# 4
Density functional theory data (ωB97M-V/def2-TZVPD) for an isolated molecule of C4H6N3O2P.

```
16
Properties=species:S:1:pos:R:3:mulliken_charge:R:1
N -3.78 0.60 0.16 -0.381
C -2.64 0.70 0.27 0.108
C -1.22 0.78 0.61 -0.453
C -0.28 0.31 -0.55 0.296
C -0.89 -0.67 -1.42 -0.040
N -1.35 -1.41 -2.16 -0.395
P 1.37 -0.30 0.07 0.820
N 1.84 -1.55 -0.71 -0.693
O 1.30 -0.39 1.66 -0.586
O 2.30 0.99 -0.08 -0.543
H -1.00 1.83 0.82 0.344
H -1.04 0.19 1.50 0.236
H -0.04 1.18 -1.17 0.338
H 2.07 -2.33 -0.10 0.215
H 0.87 -1.21 1.95 0.367
H 2.44 1.19 -1.01 0.368
```

Total energy, eV: -22099.609
Kohn-Sham gap, eV: 9.9
Spin multiplicity: 1
Relative energy (zero: lowest compared OMol25 entry of this formula, charge and spin), kcal per mole: 0.00
HOMO, eV: -10.0

# 5
Density functional theory data (ωB97M-V/def2-TZVPD) for a structure of composition C43H67BN2O3Pb.

```
117
Properties=species:S:1:pos:R:3:mulliken_charge:R:1
Pb 0.22 -0.44 -0.16 1.924
C -2.09 -1.31 0.75 -1.604
C -2.49 -0.08 1.26 0.714
C -2.82 0.76 0.10 0.525
C -2.57 -0.01 -1.07 -0.487
C -2.23 -1.31 -0.74 -0.067
C -2.44 -2.53 -1.62 2.282
C -2.35 -3.83 -0.82 -2.219
C -3.85 -2.42 -2.22 -1.752
C -1.41 -2.55 -2.75 -1.210
C -3.47 2.13 0.00 2.278
C -3.63 2.53 -1.48 -2.357
C -4.90 2.07 0.58 -1.687
C -2.66 3.24 0.72 -1.455
C -2.76 0.02 2.77 1.844
C -2.67 1.42 3.39 -1.818
C -1.77 -0.88 3.54 -1.740
C -4.17 -0.55 3.02 -1.616
H -1.97 -2.21 1.33 0.443
H -2.79 0.33 -2.07 0.674
H -3.12 -3.87 -0.04 0.369
H -1.37 -3.94 -0.35 0.375
H -2.50 -4.68 -1.48 0.554
H -4.60 -2.29 -1.43 0.384
H -4.09 -3.34 -2.76 0.435
H -3.93 -1.59 -2.92 0.347
H -0.39 -2.67 -2.35 -0.048
H -1.46 -1.63 -3.35 0.201
H -1.60 -3.39 -3.42 0.540
H -4.28 1.83 -2.02 0.367
H -2.67 2.60 -1.99 0.368
H -4.11 3.51 -1.52 0.543
H -5.48 1.27 0.12 0.315
H -5.40 3.02 0.36 0.487
H -4.91 1.94 1.66 0.319
H -1.59 3.01 0.77 0.035
H -3.02 3.43 1.73 0.340
H -2.76 4.18 0.17 0.490
H -1.75 1.93 3.11 0.076
H -2.69 1.33 4.48 0.654
H -3.51 2.04 3.11 0.262
H -0.73 -0.65 3.29 0.068
H -1.95 -1.94 3.36 0.365
H -1.90 -0.72 4.61 0.611
H -4.94 -0.01 2.48 0.288
H -4.40 -0.50 4.09 0.462
H -4.22 -1.60 2.72 0.290
C 0.27 -3.80 2.77 -1.741
C 0.39 -4.50 1.44 1.414
C -0.16 -5.77 1.27 -0.723
C -0.04 -6.45 0.07 -1.018
C 0.65 -5.86 -0.99 -0.788
C 1.21 -4.60 -0.87 1.384
C 2.05 -4.02 -1.98 -1.672
C 1.06 -3.93 0.35 -1.206
N 1.63 -2.62 0.49 1.253
C 2.72 -2.47 1.11 0.757
C 3.55 -3.61 1.63 -2.171
C 3.23 -1.06 1.35 0.852
C 4.57 -0.91 2.00 -2.137
N 2.46 -0.09 1.02 0.857
C 2.89 1.27 1.16 -1.118
C 3.98 1.77 0.42 1.657
C 4.70 0.96 -0.63 -1.729
C 4.39 3.07 0.68 -0.798
C 3.72 3.88 1.58 -1.120
C 2.62 3.39 2.26 -0.765
C 2.19 2.08 2.07 0.889
C 1.06 1.52 2.89 -1.137
H -0.68 -4.04 3.24 0.604
H 0.36 -2.72 2.69 -0.104
H 1.06 -4.14 3.46 0.438
H -0.67 -6.23 2.11 0.501
H -0.47 -7.44 -0.04 0.463
H 0.76 -6.40 -1.92 0.470
H 1.78 -4.46 -2.94 0.496
H 3.11 -4.23 -1.81 0.358
H 1.95 -2.94 -2.05 0.119
H 3.15 -4.56 1.32 0.421
H 3.59 -3.59 2.73 0.415
H 4.58 -3.52 1.28 0.540
H 4.61 -1.51 2.91 0.613
H 4.77 0.13 2.25 0.402
H 5.36 -1.27 1.34 0.387
H 4.24 -0.01 -0.82 0.067
H 5.75 0.79 -0.34 0.481
H 4.71 1.51 -1.57 0.389
H 5.26 3.45 0.15 0.514
H 4.07 4.89 1.76 0.446
H 2.09 4.03 2.96 0.498
H 0.52 2.31 3.40 0.660
H 1.44 0.83 3.66 0.488
H 0.35 0.96 2.29 -0.525
C 1.50 2.72 -4.15 -2.129
C 1.60 3.20 -2.71 1.612
C 2.85 4.04 -2.54 -1.728
O 1.75 1.98 -1.87 -0.641
B 0.61 1.88 -1.16 0.785
O -0.30 2.83 -1.29 -0.246
C 0.29 3.89 -2.15 1.482
C 0.54 5.08 -1.24 -1.889
C -0.74 4.23 -3.20 -2.033
H 2.41 2.19 -4.41 0.501
H 1.38 3.56 -4.83 0.488
H 0.65 2.04 -4.28 0.246
H 3.72 3.49 -2.93 0.433
H 3.03 4.29 -1.50 0.351
H 2.75 4.96 -3.12 0.426
H 1.19 4.81 -0.40 0.203
H -0.42 5.41 -0.83 0.473
H 0.99 5.90 -1.79 0.419
H -1.06 3.35 -3.77 0.415
H -0.33 4.96 -3.90 0.444
H -1.62 4.67 -2.73 0.424
O 1.54 -0.63 -2.45 -0.677
H 1.03 -0.83 -3.25 0.296
H 1.98 0.22 -2.60 0.099
```

Total energy, eV: -60713.933
Charge: +2
Kohn-Sham gap (spin up / spin down), eV: 6.1 / 5.9
Spin multiplicity: 1
Relative energy (zero: lowest compared OMol25 entry of this formula, charge and spin), kcal per mole: 0.00
HOMO (spin up / spin down), eV: -13.4 / -13.3

# 6
Density functional theory data (ωB97M-V/def2-TZVPD) for a cluster of 4 separate species, C17H29Br2Cl8N3OP in total.

```
61
Properties=species:S:1:pos:R:3:mulliken_charge:R:1
C 3.85 -0.16 1.35 -0.712
C 2.37 -0.90 1.15 0.435
C 2.21 -2.50 0.74 -0.569
C 0.72 -3.23 0.60 -0.375
C -0.68 -2.36 0.86 0.323
C -2.20 -3.04 0.73 -0.105
N -3.04 -2.36 -0.34 -0.067
C -3.83 -1.20 0.18 0.190
N -4.69 -1.45 1.44 -0.458
N -3.94 0.07 -0.34 -0.118
Br -3.03 0.54 -1.90 0.004
P -4.99 1.36 0.39 0.481
O -6.61 0.69 0.21 -0.503
Br -4.46 1.75 2.56 -0.122
C -0.52 -0.77 1.22 0.009
C 0.95 -0.06 1.36 -0.702
H 4.06 -0.04 2.52 0.196
H 3.77 0.93 0.92 0.271
H 4.68 -0.81 0.86 0.264
H 3.22 -3.12 0.58 0.233
H 0.68 -4.39 0.30 0.160
H -2.00 -4.14 0.31 -0.174
H -2.74 -3.19 1.75 0.325
H -2.37 -2.15 -1.10 0.356
H -4.02 -1.48 2.26 0.335
H -5.12 -2.42 1.31 0.330
H -6.95 0.43 1.12 0.351
H -1.47 -0.11 1.41 0.162
H 1.00 1.10 1.62 0.287
Cl -1.00 4.89 1.01 -0.193
C -0.50 4.26 -0.58 -0.229
C -1.68 3.86 -1.44 -0.207
Cl -2.52 2.42 -0.80 -0.008
H 0.18 3.42 -0.41 0.311
H 0.07 5.05 -1.08 0.120
H -1.35 3.60 -2.45 -0.065
H -2.42 4.67 -1.52 0.367
Cl 6.93 -0.10 2.16 -0.139
C 7.57 0.96 3.44 -0.416
C 6.48 1.48 4.35 -0.548
Cl 5.41 2.64 3.53 -0.170
H 8.12 1.77 2.96 0.322
H 8.29 0.36 4.01 0.307
H 6.92 2.01 5.20 0.351
H 5.86 0.67 4.75 0.328
Cl -0.16 -7.45 -0.19 -0.171
C -1.80 -7.55 -0.87 -0.504
C -1.87 -7.03 -2.29 -0.462
Cl -1.62 -5.27 -2.38 -0.137
H -2.47 -6.99 -0.20 0.280
H -2.10 -8.60 -0.84 0.371
H -2.86 -7.23 -2.71 0.295
H -1.13 -7.51 -2.93 0.345
Cl -0.33 7.31 -2.77 -0.159
C 0.20 6.84 -4.40 -0.436
C 0.41 5.34 -4.52 -0.310
Cl 1.82 4.78 -3.58 -0.162
H 1.12 7.39 -4.63 0.325
H -0.58 7.16 -5.09 0.298
H 0.61 5.07 -5.57 0.368
H -0.46 4.78 -4.19 0.123
```

Total energy, eV: -274151.854
Charge: +1
Kohn-Sham gap, eV: 6.7
Spin multiplicity: 1
HOMO, eV: -10.8

# 7
Density functional theory data (ωB97M-V/def2-TZVPD) for an isolated molecule of C3HFO2S.

```
8
Properties=species:S:1:pos:R:3:mulliken_charge:R:1
C -1.44 -0.18 -0.04 0.434
C -1.21 1.15 0.12 -0.143
C 0.77 0.11 -0.07 0.443
H -1.97 2.08 -0.03 0.286
O 0.20 1.32 -0.08 -0.246
O -0.19 -0.92 -0.08 -0.219
F -2.62 -0.77 0.04 -0.213
S 2.30 -0.30 0.05 -0.342
```

Total energy, eV: -20772.473
Kohn-Sham gap, eV: 9.8
Spin multiplicity: 1
Relative energy (zero: lowest compared OMol25 entry of this formula, charge and spin), kcal per mole: 18.94
HOMO, eV: -9.2

no.,F_max (eV Å⁻¹)
1,4.1
2,4.6
3,0.6
4,1.3
5,0.4
6,10.2
7,3.8